The following is a DFT calculation (wB97M-V/def2-TZVPD) of a 10-piece molecular cluster, H20O10 overall.

Each line ends with the natural charge from an NBO analysis.
Atoms and positions in Å:
1 O 0.304 0.147 0.354  -0.9378
2 H 0.498 1.015 -0.018  0.4586
3 H -0.455 0.303 0.927  0.4797
4 O -1.592 -2.965 3.193  -0.9200
5 H -2.269 -2.795 2.529  0.4578
6 H -1.806 -3.844 3.527  0.4615
7 O -1.575 2.731 0.801  -0.9388
8 H -1.550 2.132 0.046  0.4682
9 H -2.513 2.818 1.001  0.4697
10 O 4.889 -2.003 1.015  -0.9358
11 H 5.229 -1.506 0.263  0.4617
12 H 3.939 -2.045 0.859  0.4751
13 O 1.225 -1.626 -0.632  -0.9481
14 H 2.149 -1.414 -0.809  0.4446
15 H 0.733 -0.970 -1.139  0.4963
16 O -2.044 -1.213 0.116  -0.9448
17 H -1.654 -2.053 -0.150  0.4872
18 H -2.994 -1.373 0.079  0.4590
19 O -2.791 -0.720 4.170  -0.9212
20 H -3.179 -1.526 4.528  0.4658
21 H -3.080 -0.708 3.251  0.4556
22 O 2.038 3.353 -2.257  -0.9406
23 H 2.763 3.701 -1.725  0.4736
24 H 2.045 3.902 -3.050  0.4679
25 O -1.486 1.980 -3.142  -0.9383
26 H -2.022 2.328 -3.864  0.4683
27 H -1.458 2.701 -2.502  0.4701
28 O 2.102 -0.075 -2.081  -0.9529
29 H 1.844 0.454 -2.844  0.4886
30 H 2.711 -0.728 -2.443  0.4690

The molar mass is 180.1 u. The energy above the lowest of the compared OMol25 structures with the same formula, charge and spin comes out at 116.1 kcal/mol. Its HOMO-LUMO gap is 9.31 eV. The charge is 0. For the highest occupied orbital energy, the calculation gives -9.180 eV. The calculation puts the electronic energy at -764.2969 Eh.



The following is a DFT calculation (wB97M-V/def2-TZVPD) of a 10-piece molecular cluster, H20O10 overall.

Each line ends with the natural charge from an NBO analysis.
Atoms and positions in Å:
1 O 1.132 -0.277 -0.249  -0.9134
2 H 1.321 0.520 0.259  0.4394
3 H 0.649 0.044 -1.019  0.4718
4 O 2.365 -2.500 1.387  -0.9216
5 H 3.163 -1.960 1.417  0.4521
6 H 1.863 -2.218 2.161  0.4671
7 O 2.541 -1.540 -1.542  -0.9038
8 H 2.068 -1.325 -2.355  0.4524
9 H 3.209 -0.849 -1.470  0.4540
10 O 0.152 -1.331 3.777  -0.9370
11 H 0.749 -0.798 4.314  0.4620
12 H 0.097 -0.852 2.943  0.4774
13 O -3.343 1.355 1.392  -0.9328
14 H -3.514 1.606 2.306  0.4756
15 H -2.766 2.053 1.061  0.4609
16 O 0.223 2.573 -0.800  -0.9391
17 H -0.350 3.347 -0.850  0.4733
18 H 0.896 2.821 -0.156  0.4654
19 O -3.035 -0.270 -3.351  -0.9342
20 H -3.001 -0.189 -4.311  0.4678
21 H -3.923 0.026 -3.122  0.4662
22 O -3.633 -0.596 0.003  -0.9249
23 H -3.547 0.314 -0.302  0.4652
24 H -3.891 -1.084 -0.788  0.4563
25 O -1.366 -3.150 -1.548  -0.9247
26 H -1.607 -4.075 -1.428  0.4638
27 H -1.064 -3.102 -2.462  0.4609
28 O 4.864 4.177 1.410  -0.9333
29 H 5.339 3.904 2.203  0.4698
30 H 4.411 3.377 1.121  0.4636

The molar mass is 180.1 u. The energy above the lowest of the compared OMol25 structures with the same formula, charge and spin comes out at 115.1 kcal/mol. Its HOMO-LUMO gap is 9.20 eV. The charge is 0. For the highest occupied orbital energy, the calculation gives -9.458 eV. The calculation puts the electronic energy at -764.2986 Eh.



The following is a DFT calculation (wB97M-V/def2-TZVPD) of a 9-piece molecular cluster, H20O10 overall.

Each line ends with the natural charge from an NBO analysis.
Atoms and positions in Å:
1 H 0.667 0.607 -0.229  0.4737
2 H 0.494 -0.739 0.440  0.4893
3 H 0.718 3.261 -0.974  0.4292
4 H -0.052 2.960 -2.271  0.5036
5 H 2.981 -3.369 -0.121  0.4823
6 H 3.063 -5.003 -0.074  0.4740
7 H -1.164 -4.271 0.489  0.4786
8 H -0.360 -4.276 1.834  0.4857
9 H -3.268 -1.273 0.574  0.4567
10 H -2.658 -2.558 0.897  0.4825
11 H 2.651 -0.656 0.624  0.4915
12 H 2.263 -0.704 2.158  0.4707
13 H -2.303 1.745 -2.843  0.4683
14 H -2.422 0.410 -2.279  0.4741
15 H -2.450 1.286 1.904  0.4800
16 H -2.779 -0.057 2.687  0.4706
17 H 2.101 3.035 -3.242  0.4538
18 H 1.185 4.282 -3.142  0.4946
19 H 0.639 2.599 2.297  0.4807
20 H 0.887 2.884 0.787  0.4456
21 O 0.979 0.114 0.552  -0.9542
22 O 0.433 3.696 -1.831  -0.9272
23 O 2.643 -4.167 0.344  -0.9561
24 O -1.243 -4.294 1.485  -0.9607
25 O -3.355 -2.169 0.342  -0.9433
26 O 2.690 -1.192 1.494  -0.9725
27 O -1.736 1.042 -2.563  -0.9416
28 O -2.058 0.561 2.403  -0.9496
29 O 1.238 3.346 -3.180  -0.9487
30 O 0.215 2.899 1.440  -0.9315

The molar mass is 180.1 u. The energy above the lowest of the compared OMol25 structures with the same formula, charge and spin comes out at 235.7 kcal/mol. Its HOMO-LUMO gap is 6.81 eV. The charge is 0. For the highest occupied orbital energy, the calculation gives -6.845 eV. The calculation puts the electronic energy at -764.1063 Eh.



The following is a DFT calculation (wB97M-V/def2-TZVPD) of a 10-piece molecular cluster, H20O10 overall.

Each line ends with the natural charge from an NBO analysis.
Atoms and positions in Å:
1 O 0.769 -2.115 -2.719  -0.9522
2 H 0.743 -2.511 -3.612  0.4792
3 H 0.643 -2.866 -2.162  0.4758
4 O 1.424 -0.422 3.817  -0.9556
5 H 2.207 -0.789 3.562  0.4734
6 H 0.755 -1.058 3.596  0.4804
7 O -1.922 -1.584 -1.155  -0.9230
8 H -1.060 -1.470 -1.465  0.4657
9 H -1.703 -2.467 -1.064  0.4610
10 O 1.327 3.663 -1.564  -0.8782
11 H 1.091 3.319 -0.613  0.4570
12 H 1.752 3.027 -1.708  0.4208
13 O 2.566 0.686 -1.882  -1.0006
14 H 1.778 0.075 -1.498  0.5110
15 H 2.693 0.772 -2.818  0.4896
16 O -2.549 2.108 -0.298  -0.9287
17 H -3.197 2.104 -1.020  0.4758
18 H -3.168 1.952 0.436  0.4516
19 O -2.074 0.891 -2.403  -0.9588
20 H -2.240 -0.045 -2.478  0.4831
21 H -1.114 1.057 -2.505  0.4732
22 O 0.766 1.313 1.966  -0.9692
23 H 1.656 1.281 1.646  0.4708
24 H 0.761 0.973 2.872  0.4819
25 O -1.087 -0.790 3.572  -0.9218
26 H -0.601 -0.328 2.854  0.4669
27 H -0.783 -0.259 4.301  0.4727
28 O 0.162 -2.416 0.452  -0.9720
29 H -0.361 -1.549 0.730  0.5004
30 H 0.767 -2.554 1.160  0.4698

The molar mass is 180.2 u. The energy above the lowest of the compared OMol25 structures with the same formula, charge and spin comes out at 147.7 kcal/mol. Its HOMO-LUMO gap is 9.76 eV. The charge is 0. For the highest occupied orbital energy, the calculation gives -9.985 eV. The calculation puts the electronic energy at -764.2466 Eh.



The following is a DFT calculation (wB97M-V/def2-TZVPD) of a 10-piece molecular cluster, H20O10 overall.

Each line ends with the natural charge from an NBO analysis.
Atoms and positions in Å:
1 O 0.340 0.631 0.380  -0.9288
2 H -0.583 0.662 0.103  0.4756
3 H 0.573 -0.302 0.315  0.4535
4 O 3.148 2.643 -0.861  -0.9354
5 H 2.864 3.337 -1.466  0.4665
6 H 2.848 1.829 -1.280  0.4679
7 O 1.266 -1.213 3.117  -0.9454
8 H 2.196 -1.462 3.083  0.4689
9 H 1.202 -0.463 2.515  0.4760
10 O -3.480 -1.698 1.512  -0.9339
11 H -2.994 -0.894 1.729  0.4609
12 H -3.531 -2.175 2.347  0.4753
13 O -0.051 -3.313 -1.536  -0.9339
14 H 0.370 -2.587 -1.061  0.4578
15 H -0.707 -3.650 -0.915  0.4763
16 O -1.942 4.063 -1.225  -0.9381
17 H -1.516 4.067 -2.090  0.4676
18 H -2.882 3.988 -1.427  0.4706
19 O 3.980 -3.381 -1.490  -0.9358
20 H 4.030 -4.333 -1.347  0.4707
21 H 3.045 -3.176 -1.379  0.4651
22 O -4.561 0.432 0.783  -0.9263
23 H -4.822 -0.219 1.444  0.4802
24 H -3.725 0.779 1.113  0.4440
25 O 3.824 2.709 1.486  -0.9248
26 H 4.529 3.014 0.904  0.4710
27 H 4.018 1.774 1.619  0.4545
28 O -2.618 0.005 -2.210  -0.9358
29 H -2.243 -0.646 -2.814  0.4706
30 H -2.579 -0.424 -1.348  0.4653

The molar mass is 180.1 u. The energy above the lowest of the compared OMol25 structures with the same formula, charge and spin comes out at 100.4 kcal/mol. Its HOMO-LUMO gap is 9.91 eV. The charge is 0. For the highest occupied orbital energy, the calculation gives -10.337 eV. The calculation puts the electronic energy at -764.3220 Eh.



The following is a DFT calculation (wB97M-V/def2-TZVPD) of a 10-piece molecular cluster, H20O10 overall.

Each line ends with the natural charge from an NBO analysis.
Atoms and positions in Å:
1 O 0.628 0.880 2.111  -1.0289
2 H 0.770 1.802 1.791  0.5099
3 H 1.459 0.381 1.916  0.5117
4 O -0.074 -2.500 0.653  -0.9507
5 H 0.744 -2.922 0.899  0.4810
6 H -0.538 -2.221 1.417  0.5083
7 O -0.859 0.238 4.312  -0.9781
8 H -0.388 0.527 5.079  0.4579
9 H -0.354 0.548 3.536  0.4965
10 O 1.471 -1.110 -1.051  -0.9959
11 H 0.803 -1.630 -0.564  0.5039
12 H 1.875 -1.689 -1.676  0.4822
13 O 0.792 3.145 0.661  -0.9676
14 H 0.867 4.085 0.662  0.4888
15 H 0.540 2.873 -0.235  0.5028
16 O -2.822 -1.627 -0.519  -0.9670
17 H -2.157 -0.974 -0.385  0.4821
18 H -3.474 -1.146 -1.006  0.4743
19 O 2.959 -0.168 1.047  -0.9591
20 H 2.648 -0.530 0.227  0.4931
21 H 3.405 0.603 0.694  0.4737
22 O -0.025 0.554 -3.168  -0.9398
23 H 0.290 -0.317 -2.840  0.4830
24 H 0.095 0.498 -4.121  0.4697
25 O -0.767 0.451 -0.251  -0.9627
26 H -0.055 -0.164 -0.131  0.4580
27 H -0.468 0.866 0.577  0.4886
28 O -2.775 0.077 -3.091  -0.9507
29 H -2.713 -0.737 -3.583  0.4523
30 H -1.864 0.221 -2.952  0.4828

The molar mass is 180.2 u. The energy above the lowest of the compared OMol25 structures with the same formula, charge and spin comes out at 58.6 kcal/mol. Its HOMO-LUMO gap is 10.12 eV. The charge is 0. For the highest occupied orbital energy, the calculation gives -10.213 eV. The calculation puts the electronic energy at -764.3885 Eh.



The following is a DFT calculation (wB97M-V/def2-TZVPD) of a 10-piece molecular cluster, H20O10 overall.

Each line ends with the natural charge from an NBO analysis.
Atoms and positions in Å:
1 O 2.762 1.232 0.304  -0.9352
2 H 2.873 0.687 -0.478  0.4975
3 H 1.863 1.302 0.568  0.4357
4 O 2.878 -0.865 -2.481  -0.9505
5 H 2.554 -1.682 -2.024  0.4701
6 H 2.102 -0.462 -2.898  0.4835
7 O -1.886 0.806 3.607  -0.9515
8 H -1.252 0.133 3.799  0.4610
9 H -1.440 1.653 3.698  0.4931
10 O -1.868 1.069 -0.923  -0.9106
11 H -1.686 1.993 -0.772  0.4987
12 H -2.739 0.932 -0.452  0.4713
13 O 0.698 -3.348 0.795  -0.9570
14 H 1.082 -3.208 1.636  0.5202
15 H 0.210 -4.137 0.636  0.5056
16 O -0.279 -0.622 -3.617  -0.9814
17 H -1.255 -0.645 -3.507  0.4907
18 H 0.006 -0.616 -4.534  0.4917
19 O 0.960 2.680 2.455  -0.9163
20 H 1.215 2.065 1.751  0.4383
21 H 1.344 3.472 2.101  0.4790
22 O -0.698 -1.175 0.015  -0.5258
23 H -0.121 -1.925 0.417  0.5085
24 H -0.880 -0.727 0.871  0.5145
25 O -2.451 -2.866 0.608  -0.6315
26 H -2.494 -2.078 -0.073  0.5142
27 H -1.656 -3.309 0.284  0.4761
28 O 0.034 3.024 -0.279  -0.9711
29 H 0.558 2.790 -1.085  0.4942
30 H -0.434 3.825 -0.420  0.4871

Its expectation value of S² is 0.760. The molar mass is 180.2 u. The energy above the lowest of the compared OMol25 structures with the same formula, charge and spin comes out at 41.9 kcal/mol. Its HOMO-LUMO gap (alpha / beta) is 9.94 / 3.76 eV. The charge is +1. For the highest occupied orbital energy (alpha / beta), the calculation gives -13.970 / -13.970 eV. The calculation puts the electronic energy at -763.9542 Eh. The multiplicity is 2.



The following is a DFT calculation (wB97M-V/def2-TZVPD) of a 10-piece molecular cluster, H21O10 overall.

Each line ends with the natural charge from an NBO analysis.
Atoms and positions in Å:
1 O -0.088 2.372 -0.515  -0.9837
2 H 0.547 1.673 -0.711  0.5078
3 H 0.039 3.128 -1.095  0.4921
4 O -1.422 -1.054 -2.184  -0.9530
5 H -0.677 -1.137 -1.569  0.5061
6 H -1.363 -1.792 -2.799  0.5079
7 O -0.279 -1.477 0.874  -0.9781
8 H -1.984 -1.185 0.447  0.5480
9 H -0.395 -2.035 1.655  0.4958
10 O -2.671 1.861 0.121  -0.9675
11 H -3.035 2.426 0.811  0.5038
12 H -1.880 2.314 -0.236  0.5227
13 O 2.865 1.845 0.540  -0.9599
14 H 2.508 2.606 0.066  0.4782
15 H 2.640 1.170 -0.129  0.4844
16 O 1.162 -2.203 -2.467  -0.9588
17 H 1.613 -2.886 -1.956  0.4966
18 H 1.197 -2.594 -3.355  0.5050
19 O -2.705 -0.689 -0.021  -0.8293
20 H -2.645 0.302 0.224  0.5497
21 H -2.428 -0.690 -0.999  0.5433
22 O -1.343 0.427 2.755  -0.9517
23 H -0.496 0.816 3.013  0.4738
24 H -1.666 0.256 3.652  0.4795
25 O 2.089 -0.556 1.750  -0.9983
26 H 2.010 0.383 1.520  0.5008
27 O 1.666 -0.263 -0.940  -1.0389
28 H 1.502 -0.892 -1.652  0.5039
29 H 0.342 -0.809 1.187  0.5096
30 H 2.994 -0.582 2.133  0.5131
31 H 1.903 -0.734 -0.120  0.4970

The molar mass is 181.2 u. The energy above the lowest of the compared OMol25 structures with the same formula, charge and spin comes out at 3.4 kcal/mol. Its HOMO-LUMO gap is 11.81 eV. The charge is +1. For the highest occupied orbital energy, the calculation gives -14.608 eV. The calculation puts the electronic energy at -764.7784 Eh.



Copy entry 8 word for word.
The following is a DFT calculation (wB97M-V/def2-TZVPD) of a 10-piece molecular cluster, H21O10 overall.

Each line ends with the natural charge from an NBO analysis.
Atoms and positions in Å:
1 O -0.088 2.372 -0.515  -0.9837
2 H 0.547 1.673 -0.711  0.5078
3 H 0.039 3.128 -1.095  0.4921
4 O -1.422 -1.054 -2.184  -0.9530
5 H -0.677 -1.137 -1.569  0.5061
6 H -1.363 -1.792 -2.799  0.5079
7 O -0.279 -1.477 0.874  -0.9781
8 H -1.984 -1.185 0.447  0.5480
9 H -0.395 -2.035 1.655  0.4958
10 O -2.671 1.861 0.121  -0.9675
11 H -3.035 2.426 0.811  0.5038
12 H -1.880 2.314 -0.236  0.5227
13 O 2.865 1.845 0.540  -0.9599
14 H 2.508 2.606 0.066  0.4782
15 H 2.640 1.170 -0.129  0.4844
16 O 1.162 -2.203 -2.467  -0.9588
17 H 1.613 -2.886 -1.956  0.4966
18 H 1.197 -2.594 -3.355  0.5050
19 O -2.705 -0.689 -0.021  -0.8293
20 H -2.645 0.302 0.224  0.5497
21 H -2.428 -0.690 -0.999  0.5433
22 O -1.343 0.427 2.755  -0.9517
23 H -0.496 0.816 3.013  0.4738
24 H -1.666 0.256 3.652  0.4795
25 O 2.089 -0.556 1.750  -0.9983
26 H 2.010 0.383 1.520  0.5008
27 O 1.666 -0.263 -0.940  -1.0389
28 H 1.502 -0.892 -1.652  0.5039
29 H 0.342 -0.809 1.187  0.5096
30 H 2.994 -0.582 2.133  0.5131
31 H 1.903 -0.734 -0.120  0.4970

The molar mass is 181.2 u. The energy above the lowest of the compared OMol25 structures with the same formula, charge and spin comes out at 3.4 kcal/mol. Its HOMO-LUMO gap is 11.81 eV. The charge is +1. For the highest occupied orbital energy, the calculation gives -14.608 eV. The calculation puts the electronic energy at -764.7784 Eh.



> The highest energy above the lowest of the compared OMol25 structures with the same formula, charge and spin belongs to which entry?

number 3